(1)
Entry from OMol25: C39H57N10O2SSbSeSiW as an isolated structure at a distorted geometry (the ωB97M-V functional and the def2-TZVPD basis).

Calculated values
HOMO-LUMO gap (spin up / spin down) = 4.28 / 3.82 eV
energy above the lowest of the compared OMol25 structures with the same formula, charge and spin = 14.1 kcal/mol
DFT total energy = -152772.3242 eV

Structure (ORCA input):
```
! RIJCOSX wB97M-V def2-TZVPD def2/J DEFGRID3
* xyz 2 3
W -1.854 -1.539 1.958
O -5.652 3.276 2.799
C -5.321 3.221 4.014
O -5.483 3.944 4.996
C -4.574 1.903 4.102
C -5.112 0.681 3.571
C -4.327 -0.415 3.321
N -2.951 -0.345 3.329
C -2.386 0.701 3.901
C -3.181 1.788 4.322
C -0.976 0.576 4.104
C -0.291 1.441 5.032
C 1.058 1.176 5.130
C 1.667 0.068 4.517
C 0.870 -0.801 3.744
N -0.449 -0.528 3.586
C -4.800 -1.752 2.885
C -6.062 -2.263 3.040
C -6.251 -3.652 2.859
C -5.213 -4.475 2.418
C -3.975 -3.871 2.233
N -3.738 -2.569 2.585
H -6.222 0.625 3.377
H -2.632 2.626 4.780
H -0.763 2.316 5.440
H 1.667 1.784 5.799
H 2.721 -0.216 4.521
H 1.240 -1.687 3.167
H -6.933 -1.756 3.333
H -7.252 -4.030 2.957
H -5.271 -5.560 2.370
H -3.080 -4.364 1.953
N -0.194 -5.004 4.168
C -1.181 -4.089 4.098
N -0.959 -3.337 3.057
C 0.214 -3.744 2.535
N 0.759 -4.781 3.220
C 0.773 -3.047 1.303
C 1.854 -3.480 0.498
N 2.240 -2.734 -0.483
C 1.610 -1.635 -0.818
C 0.434 -1.273 -0.202
N 0.069 -1.936 0.909
H 0.067 -5.520 4.974
H -2.004 -3.913 4.848
H 2.340 -4.445 0.690
H 2.133 -1.006 -1.497
H -0.170 -0.590 -0.665
C -5.584 1.682 0.187
N -4.342 1.069 0.474
C -3.214 1.637 0.924
N -3.078 2.947 1.140
S -1.753 0.715 0.911
H -5.323 2.601 -0.484
H -6.168 2.006 1.039
H -6.231 0.974 -0.408
H -4.152 0.159 0.159
H -3.834 3.549 1.350
H -2.171 3.334 1.285
C -3.851 -5.569 -1.108
Si -2.371 -4.448 -1.085
C -2.024 -3.972 -2.896
C -1.085 -5.543 -0.208
Se -2.935 -2.190 -0.253
H -3.582 -6.459 -1.731
H -4.698 -5.096 -1.606
H -4.223 -5.790 -0.095
H -2.344 -3.001 -3.153
H -2.501 -4.696 -3.549
H -0.972 -4.150 -3.179
H -0.861 -6.313 -0.948
H -1.526 -6.159 0.636
H -0.120 -5.119 0.023
C 1.336 2.794 -2.167
C 2.181 2.372 -3.348
C 1.592 0.977 -3.700
C 2.048 3.193 -4.597
Sb 4.266 2.133 -2.613
C 4.697 4.111 -1.780
C 6.304 4.012 -1.527
C 4.453 5.322 -2.667
C 4.064 4.315 -0.425
C 5.575 1.715 -4.356
C 6.953 1.353 -3.917
C 5.692 2.802 -5.389
C 4.918 0.430 -4.955
H 0.312 2.854 -2.491
H 1.625 3.775 -1.761
H 1.389 2.109 -1.330
H 0.486 1.082 -3.681
H 1.930 0.284 -2.909
H 1.922 0.560 -4.650
H 1.097 3.005 -5.113
H 2.787 2.890 -5.356
H 2.199 4.281 -4.434
H 6.902 3.999 -2.429
H 6.517 3.022 -1.020
H 6.692 4.832 -0.941
H 4.690 5.152 -3.702
H 4.909 6.246 -2.214
H 3.388 5.575 -2.656
H 4.174 3.467 0.273
H 2.975 4.376 -0.458
H 4.435 5.188 0.088
H 7.123 0.464 -3.237
H 7.463 2.274 -3.467
H 7.684 1.265 -4.738
H 6.131 3.703 -4.970
H 4.789 3.227 -5.841
H 6.365 2.401 -6.267
H 4.831 -0.322 -4.212
H 5.612 0.182 -5.768
H 3.973 0.640 -5.477
*
```

(2)
Entry from OMol25: C39H57N7O7PSV as an isolated structure at a distorted geometry (the ωB97M-V functional and the def2-TZVPD basis).

Calculated values
HOMO-LUMO gap (spin up / spin down) = 3.90 / 7.51 eV
energy above the lowest of the compared OMol25 structures with the same formula, charge and spin = 12.5 kcal/mol
DFT total energy = -111946.6595 eV

Structure (ORCA input):
```
! RIJCOSX wB97M-V def2-TZVPD def2/J DEFGRID3
* xyz -1 4
V -0.681 -0.001 -0.370
O -2.213 2.710 -2.914
C -1.660 2.066 -2.029
N -1.477 0.721 -1.946
C -1.572 -0.083 -3.040
O -1.814 0.234 -4.203
C -1.304 -1.486 -2.659
C -1.352 -2.516 -3.596
C -1.095 -3.815 -3.213
C -0.805 -4.042 -1.856
C -0.776 -2.972 -0.994
N -0.998 -1.703 -1.352
C -1.078 2.712 -0.825
C -0.968 4.094 -0.715
C -0.340 4.633 0.389
C 0.149 3.753 1.360
C -0.017 2.397 1.186
N -0.611 1.870 0.117
H -1.588 -2.258 -4.618
H -1.120 -4.634 -3.917
H -0.607 -5.043 -1.497
H -0.582 -3.138 0.061
H -1.378 4.702 -1.508
H -0.229 5.702 0.501
H 0.661 4.125 2.235
H 0.365 1.698 1.921
C 6.883 5.049 -1.397
C 5.969 3.938 -0.961
C 6.382 2.611 -1.007
C 5.540 1.597 -0.576
C 4.274 1.899 -0.119
C 3.853 3.211 -0.063
C 4.700 4.225 -0.472
S 3.107 0.625 0.398
O 3.213 0.608 1.856
O 3.577 -0.619 -0.216
O 1.830 1.103 -0.083
H 7.554 4.713 -2.186
H 7.490 5.386 -0.555
H 6.309 5.901 -1.758
H 7.366 2.369 -1.386
H 5.850 0.562 -0.584
H 2.854 3.410 0.292
H 4.375 5.255 -0.422
C -4.139 -2.404 0.074
C -4.728 -1.381 1.046
C -5.521 -0.405 0.178
C -5.661 -2.065 2.041
P -3.232 -0.371 1.765
N -2.201 -0.156 0.655
C -3.944 1.301 2.476
C -2.860 1.892 3.377
C -4.098 2.253 1.288
C -5.239 1.209 3.281
C -2.480 -1.366 3.278
C -3.282 -1.535 4.563
C -2.178 -2.736 2.678
C -1.129 -0.718 3.598
H -4.912 -2.746 -0.616
H -3.730 -3.278 0.570
H -3.349 -1.921 -0.500
H -6.218 -0.954 -0.457
H -4.829 0.140 -0.462
H -6.105 0.296 0.767
H -6.531 -2.452 1.507
H -6.012 -1.377 2.804
H -5.172 -2.904 2.527
H -1.902 1.861 2.863
H -2.791 1.361 4.322
H -3.094 2.934 3.604
H -3.302 2.056 0.567
H -4.014 3.289 1.619
H -5.056 2.146 0.788
H -5.144 0.501 4.099
H -6.084 0.914 2.666
H -5.466 2.190 3.704
H -4.235 -2.025 4.389
H -3.465 -0.584 5.053
H -2.702 -2.154 5.252
H -3.073 -3.346 2.585
H -1.468 -3.283 3.300
H -1.736 -2.580 1.696
H -1.201 0.039 4.374
H -0.723 -0.275 2.689
H -0.422 -1.472 3.944
O 2.691 1.223 -2.643
C 2.300 -0.036 -2.552
O 1.205 -0.391 -2.214
C 3.359 -1.044 -3.043
N 4.525 -0.300 -3.533
C 4.639 -0.490 -4.977
C 3.238 -0.932 -5.407
C 2.801 -1.817 -4.243
H 3.597 -1.681 -2.190
H 5.373 -0.536 -3.033
H 3.628 1.192 -2.954
H 5.383 -1.258 -5.237
H 4.944 0.451 -5.446
H 3.232 -1.448 -6.366
H 2.580 -0.063 -5.470
H 3.268 -2.802 -4.312
H 1.721 -1.937 -4.181
C 3.146 -2.276 2.544
N 2.112 -2.571 1.569
C 2.374 -3.683 0.680
C 1.309 -1.619 1.164
N 0.414 -0.931 0.891
H 2.890 -2.733 3.505
H 3.245 -1.193 2.647
H 4.102 -2.674 2.201
H 2.520 -4.583 1.284
H 3.269 -3.502 0.075
H 1.531 -3.830 0.009
*
```

(3)
Entry from OMol25: C39H58BKN3O3S as an isolated structure (the ωB97M-V functional and the def2-TZVPD basis).

Calculated values
HOMO-LUMO gap = 4.32 eV
energy above the lowest of the compared OMol25 structures with the same formula, charge and spin = 37.3 kcal/mol
DFT total energy = -79837.8334 eV

Structure (ORCA input):
```
! RIJCOSX wB97M-V def2-TZVPD def2/J DEFGRID3
* xyz -1 1
K -0.492 -1.348 -0.642
C -1.915 -0.900 1.885
C -2.878 -0.448 0.947
C -3.361 -1.615 0.262
C -2.665 -2.726 0.807
C -1.779 -2.290 1.806
C -0.867 -3.164 2.645
C 0.283 -3.704 1.782
C -0.261 -2.372 3.802
C -1.650 -4.349 3.224
C -4.366 -1.803 -0.881
C -4.704 -3.291 -1.069
C -3.779 -1.338 -2.226
C -5.707 -1.103 -0.630
C -3.317 1.023 0.954
C -3.540 1.630 -0.436
C -4.594 1.193 1.795
C -2.243 1.900 1.620
H -1.338 -0.266 2.538
H -2.813 -3.759 0.523
H 0.910 -2.874 1.437
H -0.104 -4.234 0.906
H 0.927 -4.392 2.342
H 0.292 -1.502 3.447
H 0.429 -3.003 4.373
H -1.041 -2.016 4.479
H -2.074 -4.965 2.429
H -2.475 -3.989 3.840
H -1.002 -4.981 3.840
H -3.823 -3.873 -1.344
H -5.440 -3.399 -1.872
H -5.123 -3.718 -0.156
H -2.924 -1.969 -2.490
H -3.436 -0.307 -2.197
H -4.514 -1.432 -3.033
H -6.135 -1.443 0.315
H -6.412 -1.342 -1.434
H -5.619 -0.020 -0.583
H -4.331 1.138 -0.999
H -2.623 1.591 -1.030
H -3.828 2.683 -0.335
H -5.431 0.623 1.397
H -4.887 2.249 1.844
H -4.409 0.839 2.811
H -1.272 1.806 1.127
H -2.110 1.647 2.672
H -2.554 2.948 1.576
C -1.634 5.362 -0.093
C -0.531 5.351 -1.141
C 0.188 6.687 -1.171
O 0.415 4.331 -0.749
B 0.060 3.184 -1.416
O -0.894 3.408 -2.393
C -1.017 4.839 -2.530
C -2.461 5.169 -2.857
C -0.100 5.258 -3.672
H -1.182 5.516 0.887
H -2.162 4.409 -0.070
H -2.354 6.161 -0.278
H 0.493 6.956 -0.159
H -0.473 7.470 -1.548
H 1.079 6.646 -1.794
H -3.140 4.724 -2.132
H -2.711 4.775 -3.843
H -2.617 6.251 -2.872
H 0.940 5.023 -3.442
H -0.180 6.326 -3.882
H -0.385 4.705 -4.567
C 5.633 -1.169 0.488
N 5.063 -1.397 -0.847
N 3.963 -2.271 -0.819
C 2.902 -1.739 -1.559
O 1.788 -2.246 -1.647
C 3.407 -0.487 -2.084
C 4.630 -0.282 -1.552
C 5.433 0.967 -1.536
C 4.193 -3.647 -0.586
C 3.137 -4.462 -0.191
C 3.368 -5.811 0.029
C 4.638 -6.350 -0.126
C 5.685 -5.528 -0.516
C 5.469 -4.179 -0.755
H 5.940 -2.125 0.905
H 4.904 -0.686 1.147
H 6.514 -0.539 0.380
H 2.824 0.205 -2.665
H 5.054 1.652 -2.292
H 6.490 0.769 -1.722
H 5.327 1.463 -0.563
H 2.154 -4.037 -0.058
H 2.543 -6.439 0.339
H 4.811 -7.402 0.059
H 6.680 -5.936 -0.644
H 6.276 -3.538 -1.078
S 0.728 1.531 -1.198
C 1.828 1.466 0.196
N 1.796 0.126 0.770
C 2.386 0.108 2.102
C 3.195 1.100 2.539
C 3.481 2.270 1.776
C 2.651 2.446 0.642
H 2.359 -0.462 0.155
H 2.105 -0.735 2.720
H 3.598 0.999 3.544
H 4.076 3.080 2.170
H 2.630 3.401 0.127
*
```